Record 1
{
  "formula": "C36H35BO6",
  "method": "wB97M-V/def2-TZVPD",
  "multiplicity": 1,
  "e_above_lowest_kj_mol": 438.8,
  "molar_mass_g_mol": 574.482,
  "elements": ["C", "O", "C", "C", "C", "B", "C", "C", "C", "C", "C", "O", "C", "C", "C", "C", "C", "O", "C", "C", "C", "C", "C", "C", "C", "C", "C", "C", "O", "C", "C", "H", "H", "H", "H", "H", "H", "H", "H", "H", "H", "H", "H", "H", "H", "H", "H", "H", "H", "H", "H", "H", "H", "H", "H", "H", "C", "C", "C", "C", "C", "C", "C", "C", "C", "C", "O", "O", "H", "H", "H", "H", "H", "H", "H", "H", "H", "H"],
  "positions_angstrom": [[4.97, 4.50, 0.11], [4.89, 3.06, 0.36], [3.84, 2.34, -0.17], [3.75, 0.97, 0.07], [2.59, 0.13, -0.41], [2.92, -1.04, 0.62], [2.62, -0.74, 2.05], [1.69, 0.20, 2.49], [1.85, 0.35, 3.87], [2.85, -0.53, 4.24], [3.44, -0.64, 5.57], [3.34, -1.23, 3.15], [2.72, -2.47, 0.20], [1.56, -3.22, 0.39], [1.80, -4.53, -0.12], [3.12, -4.54, -0.50], [3.89, -5.64, -1.09], [3.69, -3.29, -0.37], [1.26, 0.88, -0.52], [-0.13, 0.45, -0.30], [-0.97, 1.28, -1.25], [-1.30, 2.63, -0.91], [-1.94, 3.50, -1.75], [-2.26, 3.04, -3.04], [-1.78, 1.80, -3.50], [-1.08, 0.97, -2.64], [-2.44, 1.57, -4.86], [-3.52, 2.66, -4.92], [-3.26, 3.58, -3.80], [1.58, 2.18, -1.05], [2.74, 2.92, -0.86], [5.93, 4.83, 0.53], [4.97, 4.72, -0.98], [4.16, 5.06, 0.61], [4.57, 0.48, 0.62], [2.81, -0.21, -1.49], [1.00, 0.73, 1.86], [1.31, 1.06, 4.50], [4.06, 0.23, 5.80], [2.62, -0.63, 6.30], [4.04, -1.54, 5.70], [0.66, -2.89, 0.89], [1.11, -5.38, -0.19], [3.28, -6.54, -0.96], [3.99, -5.51, -2.17], [4.85, -5.85, -0.59], [-0.41, -0.49, 0.15], [-1.00, 2.95, 0.09], [-2.18, 4.52, -1.47], [-0.61, 0.06, -3.04], [-1.77, 1.70, -5.72], [-2.88, 0.57, -4.92], [-4.53, 2.24, -4.75], [-3.53, 3.24, -5.85], [0.91, 2.62, -1.80], [2.80, 3.96, -1.18], [-4.01, -4.04, 2.50], [-3.11, -2.90, 2.31], [-2.81, -1.92, 3.24], [-2.16, -0.88, 2.55], [-2.06, -1.20, 1.16], [-2.70, -0.50, 0.12], [-2.99, -0.98, -1.16], [-3.87, -0.03, -1.73], [-4.12, 0.91, -0.77], [-4.94, 2.10, -0.83], [-3.36, 0.69, 0.36], [-2.56, -2.58, 1.11], [-4.26, -4.05, 3.57], [-4.97, -3.93, 1.97], [-3.56, -4.99, 2.20], [-3.10, -2.02, 4.29], [-1.77, 0.00, 3.04], [-2.56, -1.89, -1.58], [-4.22, -0.04, -2.77], [-5.03, 2.38, -1.89], [-5.93, 1.90, -0.40], [-4.48, 2.91, -0.28]],
  "lowdin_charge": [-0.061, -0.097, -0.273, 0.020, -0.137, -0.244, -0.132, 0.009, -0.015, -0.301, -0.025, 0.089, -0.120, -0.007, -0.025, -0.336, -0.030, 0.067, -0.140, 0.061, -0.250, -0.063, -0.007, -0.237, -0.152, 0.012, -0.101, -0.126, -0.043, -0.031, 0.009, 0.087, 0.089, 0.093, 0.133, 0.185, 0.093, 0.118, 0.091, 0.091, 0.087, 0.107, 0.115, 0.078, 0.086, 0.090, 0.072, 0.128, 0.118, 0.135, 0.118, 0.111, 0.117, 0.121, 0.110, 0.108, -0.012, -0.315, -0.024, 0.021, -0.157, -0.285, -0.007, -0.025, -0.329, -0.016, 0.095, 0.039, 0.087, 0.096, 0.090, 0.117, 0.114, 0.134, 0.120, 0.091, 0.093, 0.086]
}


Record 2
{
  "formula": "C36H35CoFN3OS3",
  "method": "wB97M-V/def2-TZVPD",
  "multiplicity": 2,
  "e_above_lowest_kj_mol": 0.0,
  "molar_mass_g_mol": 699.828,
  "charge": -1,
  "elements": ["Co", "C", "C", "C", "C", "C", "C", "N", "N", "C", "C", "C", "C", "C", "N", "H", "H", "H", "H", "H", "H", "H", "H", "H", "C", "C", "S", "C", "C", "S", "H", "H", "H", "H", "H", "H", "O", "S", "C", "C", "C", "C", "C", "C", "C", "C", "C", "C", "C", "C", "C", "C", "H", "H", "H", "H", "H", "H", "H", "H", "H", "H", "H", "H", "H", "H", "F", "C", "C", "C", "C", "C", "C", "C", "H", "H", "H", "H", "H", "H"],
  "positions_angstrom": [[0.47, -0.66, 0.61], [-4.69, 1.59, 1.85], [-3.64, 1.95, 1.01], [-2.53, 1.14, 0.84], [-2.39, -0.10, 1.51], [-3.47, -0.44, 2.37], [-4.57, 0.38, 2.52], [-1.30, -0.91, 1.35], [-1.43, -2.09, 2.09], [-0.31, -2.72, 2.20], [-0.18, -3.95, 2.94], [1.03, -4.54, 3.08], [2.19, -3.97, 2.48], [2.01, -2.83, 1.74], [0.83, -2.22, 1.59], [-5.55, 2.23, 1.98], [-3.68, 2.90, 0.48], [-1.74, 1.48, 0.20], [-3.41, -1.37, 2.91], [-5.36, 0.06, 3.19], [-1.08, -4.36, 3.39], [1.12, -5.46, 3.65], [3.16, -4.43, 2.56], [2.85, -2.37, 1.22], [3.23, 2.05, 3.49], [2.62, 1.17, 2.42], [1.05, 0.60, 2.66], [3.36, 0.88, 1.27], [4.72, 1.51, 1.08], [2.81, -0.13, 0.02], [2.54, 2.14, 4.33], [3.44, 3.05, 3.10], [4.17, 1.63, 3.86], [5.31, 1.47, 2.00], [4.63, 2.56, 0.81], [5.27, 1.00, 0.29], [0.03, 1.02, -0.48], [0.60, 1.45, -1.80], [1.24, 3.15, -1.55], [0.31, 4.00, -0.75], [-0.49, 4.96, -1.37], [-1.40, 5.70, -0.64], [-1.53, 5.48, 0.73], [-0.74, 4.53, 1.35], [0.19, 3.80, 0.62], [-0.90, 1.91, -2.72], [-1.64, 0.65, -3.08], [-2.70, 0.21, -2.29], [-3.31, -1.00, -2.56], [-2.88, -1.78, -3.63], [-1.83, -1.34, -4.42], [-1.21, -0.13, -4.14], [1.39, 3.55, -2.56], [2.21, 2.99, -1.08], [-0.40, 5.12, -2.44], [-2.02, 6.44, -1.13], [-2.26, 6.04, 1.30], [-0.86, 4.32, 2.41], [0.78, 3.04, 1.10], [-0.58, 2.46, -3.61], [-1.49, 2.55, -2.07], [-3.01, 0.79, -1.43], [-4.11, -1.35, -1.92], [-3.35, -2.73, -3.83], [-1.47, -1.95, -5.24], [-0.37, 0.19, -4.75], [3.38, -6.17, -2.04], [2.57, -5.10, -1.79], [1.41, -5.29, -1.06], [0.61, -4.19, -0.81], [0.94, -2.91, -1.28], [0.07, -1.74, -0.99], [2.11, -2.78, -2.01], [2.94, -3.87, -2.27], [1.16, -6.27, -0.69], [-0.29, -4.32, -0.22], [-0.96, -2.05, -0.84], [0.11, -1.05, -1.83], [2.39, -1.80, -2.39], [3.86, -3.76, -2.84]],
  "lowdin_charge": [0.169, -0.155, -0.139, -0.086, -0.270, -0.052, -0.137, -0.106, 0.043, -0.396, -0.043, -0.123, -0.117, -0.178, -0.048, 0.074, 0.088, 0.055, 0.075, 0.086, 0.095, 0.088, 0.079, 0.064, -0.141, -0.776, 0.832, -0.742, -0.141, 0.771, 0.054, 0.079, 0.072, 0.067, 0.079, 0.055, -0.596, 0.976, -0.259, -0.283, -0.066, -0.089, -0.090, -0.058, -0.031, -0.261, -0.295, -0.023, -0.060, -0.087, -0.085, -0.066, 0.095, 0.087, 0.110, 0.098, 0.101, 0.113, 0.085, 0.104, 0.098, 0.094, 0.111, 0.099, 0.100, 0.112, 0.020, -0.296, -0.015, -0.038, -0.283, -0.134, -0.068, -0.022, 0.113, 0.117, 0.076, 0.026, 0.091, 0.109]
}